2 unconnected molecules or ions with the total composition CH6NOS, computed with wB97M-V/def2-TZVPD.

XYZ file:
```
10
Properties=species:S:1:pos:R:3:lowdin_charge:R:1
C 0.42907 -0.11986 -0.46063 -0.32
N 0.97882 0.99592 -0.08283 0.21
O 0.78447 -1.22251 -0.00279 0.21
S -2.32519 0.02148 0.42325 0.67
H -0.35852 -0.06139 -1.13070 0.10
H -1.24989 -0.72568 0.94632 -0.12
H 1.04160 1.93357 -0.55818 0.19
H 1.83931 1.12550 0.54368 0.19
H 1.41266 -1.08814 0.70055 0.16
H -2.55233 -0.85889 -0.37866 -0.27
```

* E_LUMO: -4.56 eV
* total charge: +1
* gap between HOMO and LUMO: 9.46 eV
* spin multiplicity: 1
* energy above the lowest of the compared OMol25 structures with the same formula, charge and spin: 120.68 kJ/mol
* E_tot: -15498.651 eV

=====

CH6NPS in the gas phase, computed with wB97M-V/def2-TZVPD.

XYZ file:
```
10
Properties=species:S:1:pos:R:3:lowdin_charge:R:1
C -2.09331 0.14114 0.41277 -0.52
N 2.23711 0.25603 -0.66355 -0.35
P 1.07617 -0.10230 0.52468 0.50
S -0.76326 -0.58034 -0.61027 0.36
H -2.52406 -0.74483 0.87706 0.01
H -2.89431 0.64892 -0.16797 0.03
H -1.52301 0.95544 0.98682 0.03
H 2.26839 -0.12342 -1.56527 -0.01
H 2.81495 1.11936 -0.49156 0.05
H 1.40134 -1.56999 0.69727 -0.09
```

* E_LUMO: 0.87 eV
* gap between HOMO and LUMO: 9.56 eV
* spin multiplicity: 1
* energy above the lowest of the compared OMol25 structures with the same formula, charge and spin: 62.13 kJ/mol
* SMILES string: CSPN
* E_tot: -22748.135 eV

=====

2 unconnected molecules or ions with the total composition CH6NS, computed with wB97M-V/def2-TZVPD.

XYZ file:
```
9
Properties=species:S:1:pos:R:3:lowdin_charge:R:1
N -2.19246 0.69767 -0.38505 0.00
H -1.71585 -0.18209 -0.58566 0.00
H -1.81039 1.00485 0.51046 0.00
H -1.81148 1.34993 -1.06296 0.00
C 1.51008 -0.71116 0.33858 -0.58
S 1.44728 0.91994 -0.38718 0.53
H 1.10400 -1.47863 -0.30653 0.01
H 2.54216 -0.92815 0.61642 0.02
H 0.92667 -0.67235 1.26193 0.02
```

* E_LUMO (alpha / beta): 0.91 / -1.98 eV
* gap between HOMO and LUMO (alpha / beta): 10.32 / 7.03 eV
* spin multiplicity: 2
* energy above the lowest of the compared OMol25 structures with the same formula, charge and spin: 0.00 kJ/mol
* E_tot: -13458.316 eV

=====

2 unconnected molecules or ions with the total composition CH6NS, computed with wB97M-V/def2-TZVPD.

XYZ file:
```
9
Properties=species:S:1:pos:R:3:lowdin_charge:R:1
S 0.71564 1.63421 -4.38135 0.30
H 1.09895 2.21789 -3.21900 -0.30
C 0.19862 -0.17645 0.99823 -0.19
N -1.07553 -0.82620 1.33951 -0.08
H 0.95588 -0.97048 1.00565 0.06
H 0.17947 0.37210 0.06414 0.06
H 0.48759 0.51677 1.78959 0.06
H -0.89816 -1.67570 1.82789 0.04
H -1.66245 -1.09214 0.57533 0.04
```

* E_LUMO (alpha / beta): 0.84 / -2.57 eV
* gap between HOMO and LUMO (alpha / beta): 9.95 / 6.54 eV
* spin multiplicity: 2
* energy above the lowest of the compared OMol25 structures with the same formula, charge and spin: 61.75 kJ/mol
* E_tot: -13457.676 eV

=====

> Which value of energy above the lowest of the compared OMol25 structures with the same formula, charge and spin does entry 1 give?

120.68 kJ/mol